1.
C3H9NS | ωB97M-V/def2-TZVPD

Structure (XYZ):
```
14
Properties=species:S:1:pos:R:3
C -1.6637 -1.8035 1.0062
C 0.1554 -0.9201 -0.2827
C 0.5956 0.2999 -1.0697
H -3.4535 -2.1690 0.4390
H -1.6545 -1.1452 2.7532
H -0.6179 -3.3218 0.7927
H -0.5945 0.0326 1.1636
H 0.6683 -1.3773 0.4719
H 0.2191 -1.7204 -1.2879
H 1.2463 0.2678 -2.1905
H -0.3975 0.5246 -1.5066
H 1.7958 1.0283 0.8685
N -1.2007 -0.6178 0.3930
S 1.0418 1.6717 -0.1361
```

As for the total energy: -15569.7055 eV. As for the spin multiplicity: 1. As for the charge: 0. The molar mass comes out at 91.2 g mol⁻¹. As for the LUMO energy: -1.2 eV. Its orbital gap is 7.73 eV. The value obtained for the relative energy (zero: lowest compared OMol25 entry of this formula, charge and spin) is 12.625 eV.

***

2.
C13H22BCl16O7P2S | ωB97M-V/def2-TZVPD

Structure (XYZ):
```
62
Properties=species:S:1:pos:R:3
C 0.4932 0.5155 3.9819
C -0.2231 0.3785 2.6504
O -0.1396 -0.9782 2.1218
B 1.0076 -1.4759 1.6512
O 1.9489 -2.0676 2.3967
P 1.2338 -1.1119 -0.3261
O 1.5638 0.4474 -0.5484
C 2.3596 -2.1262 -1.2972
C 3.7366 -2.4143 -0.6557
C 4.2715 -3.8312 -0.9341
C 3.9734 -4.8634 0.1515
C 2.5032 -5.2355 0.2967
O 2.3502 -5.8277 1.5943
C 1.1793 -5.5391 2.2583
C -0.0867 -6.0947 1.6593
O 1.2235 -4.9217 3.2714
P -0.7369 -1.4720 -1.2122
O -0.5244 -1.0864 -2.7512
O -1.7564 -0.3932 -0.6703
S -1.1009 -3.3059 -0.8546
H 1.5171 0.8726 3.8573
H -0.0236 1.2520 4.5974
H 0.5160 -0.4335 4.5148
H 0.1738 1.0784 1.9116
H -1.2843 0.5874 2.7352
H 2.3507 -2.9068 2.1427
H 2.3738 0.7806 -0.1294
H 2.5064 -1.5573 -2.2216
H 1.8144 -3.0271 -1.5854
H 3.7448 -2.1984 0.4158
H 4.4428 -1.7173 -1.1086
H 5.3415 -3.7906 -1.1287
H 3.8231 -4.1855 -1.8707
H 4.5015 -5.7828 -0.1102
H 4.3704 -4.5560 1.1217
H 1.8256 -4.3758 0.2169
H 2.2070 -5.9584 -0.4693
H 0.0600 -6.4917 0.6575
H -0.8481 -5.3178 1.6381
H -0.4425 -6.8958 2.3078
H -0.7038 -1.8585 -3.3085
H -1.7265 0.4127 -1.2151
C -1.8360 3.7481 0.3403
Cl -0.6393 2.5690 -0.2869
Cl -2.5049 3.1457 1.8543
Cl -1.0254 5.2810 0.6101
Cl -3.1136 3.9299 -0.8519
C 3.5320 4.0962 1.7259
Cl 5.0337 3.1901 1.5204
Cl 3.7152 5.7198 1.0851
Cl 2.2263 3.2690 0.8370
Cl 3.1020 4.1589 3.4321
C -4.7340 5.7334 -4.5202
Cl -4.7760 7.3552 -3.8436
Cl -5.4103 4.5921 -3.3467
Cl -5.6814 5.6733 -6.0053
Cl -3.0597 5.2790 -4.8738
C -8.9390 7.9413 -2.6776
Cl -10.4705 7.1022 -2.4329
Cl -8.0944 7.2476 -4.0642
Cl -9.2393 9.6540 -2.9666
Cl -7.9280 7.7545 -1.2363
```

As for the total energy: -258615.5991 eV. As for the spin multiplicity: 1. As for the charge: +1. The molar mass comes out at 962.4 g mol⁻¹. As for the LUMO energy: -3.6 eV. Its orbital gap is 8.81 eV. The value obtained for the relative energy (zero: lowest compared OMol25 entry of this formula, charge and spin) is 0.000 eV.

***

3.
C4H11OP | ωB97M-V/def2-TZVPD

Structure (XYZ):
```
17
Properties=species:S:1:pos:R:3
C -0.0174 2.4922 -0.1442
C -0.4216 1.0319 0.0606
C 0.4263 0.0087 -0.7587
C 0.7592 -1.3598 -0.1144
P -0.6041 -2.2813 0.7762
O -0.2168 -3.3759 1.7019
H 0.7959 2.9414 0.6921
H 0.3974 2.6399 -1.1764
H -0.7894 3.1597 -0.1198
H -1.4833 0.9437 -0.0812
H -0.3837 0.7834 1.1108
H 1.4274 0.5611 -0.9768
H 0.1130 -0.1607 -1.8401
H 1.6011 -1.4326 0.6034
H 1.2677 -2.0106 -0.9447
H -1.3077 -1.3834 1.4790
H -1.5639 -2.5577 -0.2675
```

As for the total energy: -15661.6428 eV. As for the spin multiplicity: 1. Its structure (SMILES) is CCCC[PH2]=O. As for the charge: 0. The molar mass comes out at 106.1 g mol⁻¹. As for the LUMO energy: 0.9 eV. Its orbital gap is 11.12 eV. The value obtained for the relative energy (zero: lowest compared OMol25 entry of this formula, charge and spin) is 1.218 eV.

***

4.
C28H35AsBrGePdSi2 | ωB97M-V/def2-TZVPD

Structure (XYZ):
```
69
Properties=species:S:1:pos:R:3
Pd 0.8699 -0.8759 0.0235
Br 3.2964 -1.5658 -0.1951
C 3.7165 -0.9965 1.5732
C 5.0103 -1.0877 2.0104
C 5.2925 -0.7346 3.3396
C 4.2782 -0.3403 4.1797
C 2.9408 -0.2557 3.7276
C 1.8889 0.0898 4.6071
C 0.5862 0.1318 4.1710
C 0.2900 -0.1198 2.8210
C 1.2900 -0.4616 1.9431
C 2.6423 -0.5654 2.3705
H 5.7979 -1.4382 1.3568
H 6.3095 -0.8008 3.7008
H 4.4921 -0.1025 5.2143
H 2.1256 0.3122 5.6402
H -0.2130 0.3793 4.8570
H -0.7324 -0.0222 2.4799
C -3.4842 1.0355 2.1036
Si -3.5754 -0.3500 0.8878
C -3.3159 -2.0364 1.6099
C -4.8964 -0.2141 -0.3900
As -1.4356 -0.4138 -0.4777
Si -1.1375 -2.4098 -1.9949
C 0.2863 -1.9999 -3.1212
C -2.7637 -2.6262 -2.8373
C -0.7094 -3.7119 -0.7451
H -4.4667 1.0936 2.5859
H -3.3053 2.0075 1.6439
H -2.7538 0.8645 2.8942
H -4.0829 -2.1835 2.3786
H -2.3502 -2.1529 2.1055
H -3.4499 -2.8296 0.8730
H -5.8579 -0.3381 0.1203
H -4.8268 -0.9936 -1.1490
H -4.9113 0.7620 -0.8731
H -0.0072 -1.3770 -3.9674
H 0.6420 -2.9494 -3.5363
H 1.1512 -1.5319 -2.6368
H -3.0718 -1.7428 -3.3982
H -3.5541 -2.8926 -2.1336
H -2.6749 -3.4515 -3.5512
H 0.2822 -3.5931 -0.2995
H -0.7020 -4.6664 -1.2840
H -1.4397 -3.8054 0.0592
Ge 0.5777 1.7090 -0.0889
C 2.2851 2.0189 -0.8503
C 2.5148 1.9745 -2.2296
C 3.7892 2.2054 -2.7164
C 4.8307 2.4709 -1.8320
C 4.6044 2.5160 -0.4620
C 3.3323 2.2828 0.0374
C -1.0528 1.7680 -1.1855
C -2.0985 2.6729 -0.8581
C -3.1584 2.8420 -1.7079
C -3.2613 2.0873 -2.8983
C -2.2884 1.1833 -3.2385
C -1.1677 1.0192 -2.3966
H 0.2441 2.2870 1.2765
H 1.7058 1.7979 -2.9275
H 3.9742 2.1943 -3.7819
H 5.8242 2.6573 -2.2177
H 5.4161 2.7453 0.2153
H 3.1617 2.3252 1.1080
H -2.0243 3.2761 0.0389
H -3.9213 3.5758 -1.4793
H -4.1044 2.2502 -3.5578
H -2.3425 0.6353 -4.1701
H -0.3113 0.4657 -2.7647
```

As for the total energy: -236210.1119 eV. As for the spin multiplicity: 1. As for the charge: +3. The molar mass comes out at 761.6 g mol⁻¹. As for the LUMO energy: -10.7 eV. Its orbital gap is 5.64 eV. The value obtained for the relative energy (zero: lowest compared OMol25 entry of this formula, charge and spin) is 1.435 eV.

***

5.
C27H23FN4O4S | ωB97M-V/def2-TZVPD

Structure (XYZ):
```
60
Properties=species:S:1:pos:R:3
C 0.7633 0.5103 -3.4138
C 1.0979 -0.7313 -3.1183
C 0.1212 -1.8732 -3.0767
N -0.0754 -2.3372 -1.7219
C -0.8141 -1.7631 -0.7278
C -1.5001 -0.4547 -0.8923
O -2.1501 -0.1365 0.3124
C -2.7498 1.0736 0.4529
C -3.3948 1.2771 1.6756
C -4.0569 2.4531 1.9565
C -4.0939 3.4747 1.0212
C -3.4612 3.3013 -0.1931
C -2.8025 2.1168 -0.4697
F -2.2173 2.0156 -1.6953
N -0.7508 -2.4843 0.3568
N 0.0372 -3.5388 0.1117
C 0.4498 -3.4490 -1.1216
S 1.6347 -4.4860 -1.8820
C 3.0372 -4.1572 -0.7346
C 3.1245 -2.6496 -0.5676
O 3.6095 -1.9388 -1.4226
N 2.5436 -2.2076 0.5754
C 2.0224 -0.9346 0.8315
C 2.2157 0.1505 -0.0064
C 1.5061 1.3043 0.2773
O 1.5112 2.4523 -0.4580
C 0.6570 3.3065 0.1695
C 0.3374 4.5915 -0.2290
C -0.5500 5.2985 0.5628
C -1.0972 4.7433 1.7166
C -0.7849 3.4576 2.1099
C 0.0948 2.7244 1.3247
C 0.6469 1.3994 1.3844
C 0.4811 0.3134 2.2379
C 1.1707 -0.8506 1.9646
O 1.0996 -1.9873 2.7177
C -0.0462 -2.1680 3.5216
H 1.4920 1.3017 -3.4217
H -0.2473 0.7905 -3.6666
H 2.1156 -0.9947 -2.8675
H -0.8481 -1.5705 -3.4842
H 0.5091 -2.7190 -3.6528
H -0.7343 0.2924 -1.1464
H -2.2202 -0.5118 -1.7240
H -3.3571 0.4691 2.3884
H -4.5479 2.5730 2.9099
H -4.6106 4.3969 1.2328
H -3.4640 4.0719 -0.9474
H 3.9115 -4.5453 -1.2533
H 2.8557 -4.6928 0.1947
H 2.1678 -2.8908 1.2267
H 2.8719 0.0876 -0.8559
H 0.7699 5.0180 -1.1196
H -0.8197 6.3054 0.2820
H -1.7783 5.3317 2.3126
H -1.2116 3.0277 3.0023
H -0.1855 0.3894 3.0800
H -0.0387 -1.4979 4.3870
H -0.0017 -3.1999 3.8651
H -0.9509 -2.0183 2.9278
```

As for the total energy: -56074.8900 eV. As for the spin multiplicity: 1. Its structure (SMILES) is C=CCn1c(COc2ccccc2F)nnc1SCC(=O)Nc1cc2oc3ccccc3c2cc1OC. As for the charge: 0. The molar mass comes out at 518.6 g mol⁻¹. As for the LUMO energy: 0.5 eV. Its orbital gap is 8.13 eV. The value obtained for the relative energy (zero: lowest compared OMol25 entry of this formula, charge and spin) is 0.124 eV.

***

6.
C5H9NO2 | ωB97M-V/def2-TZVPD

Structure (XYZ):
```
17
Properties=species:S:1:pos:R:3
C 0.9769 0.1379 0.9565
C -0.0450 1.1552 0.3742
C -1.2290 0.4040 -0.5807
C -0.6881 -1.0896 -0.1607
C 0.8679 -0.8459 -0.1242
H 2.7020 0.0157 1.1033
H 0.6155 -0.3765 1.8238
H 0.5617 1.6164 -0.5354
H -0.5264 1.9594 0.9948
H -2.2462 0.5358 -0.1637
H -2.6023 1.3241 -2.4353
H -1.0150 -1.0496 0.8740
H 0.2666 -2.8279 0.4317
H 0.9459 -0.2411 -1.0930
N 0.2645 -2.1140 -0.3771
O 2.2197 0.7997 0.9046
O -1.0689 0.5963 -1.9928
```

As for the total energy: -10906.1245 eV. As for the spin multiplicity: 1. As for the charge: 0. The molar mass comes out at 115.1 g mol⁻¹. As for the LUMO energy: -1.9 eV. Its orbital gap is 6.38 eV. The value obtained for the relative energy (zero: lowest compared OMol25 entry of this formula, charge and spin) is 10.451 eV.

***

7.
C5H10O2 | ωB97M-V/def2-TZVPD

Structure (XYZ):
```
17
Properties=species:S:1:pos:R:3
C -0.0902 2.3949 1.1767
O -0.5119 1.3615 0.3309
C 0.5000 0.4092 0.1153
C -0.1223 -0.6908 -0.6990
C 0.8056 -1.8881 -0.9289
C -1.4871 -1.1034 -0.1365
O -2.2037 -1.7230 -0.8828
H 0.2254 2.0010 2.1555
H -0.9362 3.0709 1.3152
H 0.7514 2.9447 0.7306
H 0.8682 0.0031 1.0725
H 1.3486 0.8558 -0.4296
H -0.3696 -0.2726 -1.6845
H 0.3160 -2.6417 -1.5532
H 1.7147 -1.5706 -1.4540
H 1.0978 -2.3558 0.0178
H -1.9068 -0.7951 0.8540
```

As for the total energy: -9441.1041 eV. As for the spin multiplicity: 1. Its structure (SMILES) is COC[C@@H](C)C=O. As for the charge: 0. The molar mass comes out at 102.1 g mol⁻¹. As for the LUMO energy: 0.9 eV. Its orbital gap is 10.41 eV. The value obtained for the relative energy (zero: lowest compared OMol25 entry of this formula, charge and spin) is 1.939 eV.

***

8.
C18H28O2 | ωB97M-V/def2-TZVPD

Structure (XYZ):
```
48
Properties=species:S:1:pos:R:3
O 6.3315 -3.8925 -3.9719
C 6.5273 -2.8241 -3.4590
O 7.6536 -2.5480 -2.7863
C 5.5682 -1.6647 -3.4438
C 4.7034 -1.7399 -2.1781
C 3.6968 -0.5942 -2.1210
C 2.8357 -0.6571 -0.8616
C 1.8379 0.4970 -0.7959
C 0.9720 0.4288 0.4599
C 0.0695 1.6501 0.6410
C -0.9599 1.8632 -0.4707
C -1.9355 0.7030 -0.6800
C -2.7598 0.3234 0.5502
C -3.6642 1.4582 1.0460
C -4.5261 0.9784 2.1775
C -5.7757 0.4236 1.9325
C -6.5541 -0.0531 2.9721
C -6.0905 0.0157 4.2746
C -4.8452 0.5637 4.5302
C -4.0700 1.0399 3.4882
H 8.2416 -3.3196 -2.7783
H 6.1330 -0.7327 -3.4489
H 4.9332 -1.7211 -4.3280
H 5.3511 -1.7008 -1.2998
H 4.1730 -2.6945 -2.1648
H 4.2315 0.3581 -2.1447
H 3.0521 -0.6345 -3.0018
H 3.4816 -0.6279 0.0191
H 2.2935 -1.6053 -0.8412
H 2.3823 1.4445 -0.8066
H 1.2049 0.4669 -1.6842
H 1.6269 0.3579 1.3325
H 0.3677 -0.4795 0.4351
H -0.4475 1.5612 1.5984
H 0.6982 2.5430 0.6956
H -0.4375 2.0436 -1.4124
H -1.5245 2.7700 -0.2437
H -2.6190 0.9773 -1.4882
H -1.3818 -0.1777 -1.0111
H -2.1012 0.0096 1.3616
H -3.3884 -0.5337 0.2943
H -3.0509 2.2945 1.3844
H -4.2905 1.8020 0.2198
H -6.1432 0.3692 0.9172
H -7.5258 -0.4783 2.7658
H -6.6979 -0.3547 5.0874
H -4.4778 0.6213 5.5447
H -3.0994 1.4698 3.6940
```

As for the total energy: -23216.5906 eV. As for the spin multiplicity: 1. Its structure (SMILES) is O=C(O)CCCCCCCCCCCc1ccccc1. As for the charge: 0. The molar mass comes out at 276.4 g mol⁻¹. As for the LUMO energy: 0.8 eV. Its orbital gap is 9.82 eV. The value obtained for the relative energy (zero: lowest compared OMol25 entry of this formula, charge and spin) is 0.125 eV.

***

9.
C9H14 | ωB97M-V/def2-TZVPD

Structure (XYZ):
```
23
Properties=species:S:1:pos:R:3
C 0.8070 -2.3726 2.4135
C 0.9210 -1.5206 1.1632
C 1.0744 -2.1293 -0.0747
C 1.2682 -1.3589 -1.2251
C 1.4030 0.0077 -1.0993
C 1.2452 0.6092 0.1573
C 0.9624 -0.1268 1.2872
H 0.2089 -1.8674 3.1664
H 1.8202 -2.4646 2.8149
H 0.4516 -3.3579 2.1246
H 0.8199 -3.1826 -0.1069
H 0.9792 -1.7945 -2.1641
H 1.5000 0.6982 -1.9226
H 1.2707 1.6943 0.1125
H 0.9071 0.3261 2.2703
C -1.7883 1.7976 -0.4520
C -2.1277 2.4367 -1.7938
H -1.0453 2.3401 0.1282
H -2.6397 1.7224 0.2294
H -1.4761 0.7637 -0.5682
H -1.2564 2.9478 -2.1772
H -2.9511 3.1374 -1.7257
H -2.3541 1.6942 -2.5579
```

As for the total energy: -9559.6220 eV. As for the spin multiplicity: 1. Its structure (SMILES) is Cc1ccccc1.CC. As for the charge: 0. The molar mass comes out at 122.2 g mol⁻¹. As for the LUMO energy: 1.0 eV. Its orbital gap is 10.02 eV. The value obtained for the relative energy (zero: lowest compared OMol25 entry of this formula, charge and spin) is 0.559 eV.

***

10.
C3H10OP2 | ωB97M-V/def2-TZVPD

Structure (XYZ):
```
16
Properties=species:S:1:pos:R:3
C 2.2532 1.2471 0.6067
C -1.5184 -1.3526 0.6025
C 1.4263 -0.2413 -1.1329
O 2.2894 0.7433 -0.7356
P -2.4856 1.6104 -0.1186
P -1.1699 0.1420 -0.4777
H 1.5097 0.6326 1.2146
H 1.8814 2.2835 0.8277
H 3.3149 1.1928 0.9217
H -0.6493 -1.8875 0.6419
H -1.9013 -1.1349 1.6928
H -2.3308 -1.9116 0.0024
H 1.5341 -1.0954 -0.3908
H 1.5543 -0.5243 -2.1592
H -1.6225 2.3898 0.9209
H -1.7805 -0.3995 -1.5602
```

As for the total energy: -23893.0288 eV. As for the spin multiplicity: 1. As for the charge: 0. The molar mass comes out at 124.1 g mol⁻¹. As for the LUMO energy (spin up / spin down): -0.9 / -0.1 eV. Its orbital gap (spin up / spin down) is 6.04 / 7.25 eV. The value obtained for the relative energy (zero: lowest compared OMol25 entry of this formula, charge and spin) is 5.002 eV.

***

11.
C4H9NO | ωB97M-V/def2-TZVPD

Structure (XYZ):
```
15
Properties=species:S:1:pos:R:3
C -0.2218 -0.4288 1.7358
C 0.8813 -0.1020 0.7322
C 0.4563 0.9108 -0.3334
N -0.7501 0.5279 -1.0501
C -0.7339 -0.4475 -1.9925
O 0.2671 -1.0270 -2.3681
H 0.1554 -1.0685 2.5401
H -0.6303 0.4795 2.1972
H -1.0486 -0.9613 1.2527
H 1.2087 -1.0162 0.2252
H 1.7562 0.3062 1.2542
H 1.2569 1.0255 -1.0709
H 0.2731 1.8926 0.1182
H -1.6411 0.8912 -0.7502
H -1.7404 -0.6585 -2.4034
```

As for the total energy: -7831.8763 eV. As for the spin multiplicity: 1. Its structure (SMILES) is CCCNC=O. As for the charge: 0. The molar mass comes out at 87.1 g mol⁻¹. As for the LUMO energy: 0.9 eV. Its orbital gap is 10.63 eV. The value obtained for the relative energy (zero: lowest compared OMol25 entry of this formula, charge and spin) is 0.444 eV.

***

12.
CHF3MgNO3S | ωB97M-V/def2-TZVPD

Structure (XYZ):
```
11
Properties=species:S:1:pos:R:3
Mg 2.5855 -0.7662 -0.5286
O 1.8040 0.2897 1.1143
N 0.6703 1.0586 0.9900
S -0.0569 0.7560 -0.4505
O 0.8386 -0.0554 -1.3403
O -0.6730 1.9607 -0.9854
C -1.4961 -0.4109 -0.1660
F -1.0454 -1.5949 0.2130
F -2.2654 0.0875 0.7855
F -2.1980 -0.5419 -1.2780
H 1.8364 -0.7831 1.6459
```

As for the total energy: -33114.3825 eV. As for the spin multiplicity: 2. As for the charge: 0. The molar mass comes out at 188.4 g mol⁻¹. As for the LUMO energy (spin up / spin down): -0.6 / -1.7 eV. Its orbital gap (spin up / spin down) is 6.96 / 7.91 eV.

***

- Which of these has the highest spin multiplicity?
  CHF3MgNO3S

***

- Which of these has the highest charge?
  C28H35AsBrGePdSi2